DFT (the ωB97M-V functional and the def2-TZVPD basis) results for a cluster of 2 separate species, CH7ClSi2 in total in a non-equilibrium geometry.

The geometry in XYZ format:
```
11
Properties=species:S:1:pos:R:3:forces:R:3
C 2.563 0.984 -0.004 -0.2 -0.2 -1.0
Si -2.744 -0.596 -0.046 2.1 1.6 -1.6
Si 0.804 0.184 -0.365 1.1 1.5 -0.3
Cl 1.268 -1.604 0.482 -0.1 -1.2 0.5
H 2.563 1.598 0.885 -0.3 0.3 0.5
H 3.271 0.154 0.220 -0.2 0.8 -0.6
H 2.865 1.704 -0.832 -0.1 -1.1 0.8
H -4.135 -0.142 -0.101 -0.1 0.1 0.2
H -1.780 0.123 0.943 -1.1 -0.2 -0.7
H -2.608 -1.942 0.337 -0.2 -1.5 0.4
H -2.068 -0.463 -1.520 -1.0 -0.1 1.8
```
Forces are in eV/Å.

Summary:
F_max in eV/A: 3.07
ΔE to the lowest compared entry with this formula, charge and spin in eV: 1.601
E in eV: -29426.7209
Lowest unoccupied orbital energy in eV: -0.44

***

DFT (the ωB97M-V functional and the def2-TZVPD basis) results for a cluster of 2 separate species, CH7IN3 in total in a non-equilibrium geometry.

The geometry in XYZ format:
```
12
Properties=species:S:1:pos:R:3:forces:R:3
C -1.808 0.639 -0.953 0.8 -0.3 0.4
N 1.645 -1.137 0.117 -1.4 1.2 -2.1
N -0.648 1.160 -0.639 -3.1 -1.3 -3.4
N 0.022 0.933 0.545 -0.5 -0.3 2.7
I -2.859 -0.499 0.495 0.0 0.0 0.0
H 2.419 -1.223 0.771 0.3 -0.4 -0.9
H 0.903 0.026 0.500 -0.9 -0.6 -0.9
H 1.780 -0.914 -0.927 1.0 -0.1 2.3
H -2.478 0.559 -1.972 2.6 1.1 2.4
H 1.076 -1.977 0.002 0.2 -0.1 1.0
H 0.558 1.817 0.624 -0.5 -0.6 1.0
H -0.612 0.616 1.438 1.4 1.3 -2.3
```
Forces are in eV/Å.

Summary:
F_max in eV/A: 4.74
ΔE to the lowest compared entry with this formula, charge and spin in eV: 3.518
E in eV: -13712.5435
Net charge: +1
Lowest unoccupied orbital energy in eV: -3.58